This record from the OMol25 dataset describes one molecule with the formula C5H12NO in a non-equilibrium geometry. The level of theory is wB97M-V/def2-TZVPD.

Each atom is followed by the atoms it is bonded to, with distances in Å.
Element x y z (Å)
1 O 2.11494 2.24218 0.93513  C4 1.386
2 N -0.67785 -0.24348 -0.66316  C3 1.464, C7 1.536, H12 1.099
3 C -0.05107 -1.48630 -0.20873  N2 1.464, C5 1.481, H15 1.038, H18 1.065
4 C 0.81826 2.34064 0.45556  O1 1.386, C6 1.643, H9 1.128, H19 1.153
5 C 0.38112 -2.34976 -1.33163  C3 1.481, H8 1.158, H10 1.069, H13 1.153
6 C -0.12577 1.25674 1.25115  C4 1.643, C7 1.520, H14 1.104, H17 1.110
7 C -1.25930 0.67210 0.42502  N2 1.536, C6 1.520, H11 1.166, H16 1.079
8 H 0.65059 -3.40816 -0.94651  C5 1.158
9 H 0.34302 3.36223 0.51766  C4 1.128
10 H 1.33266 -2.07136 -1.73145  C5 1.069
11 H -1.95008 -0.10008 0.96064  C7 1.166
12 H -0.03873 0.23321 -1.41890  N2 1.099
13 H -0.38243 -2.42706 -2.19256  C5 1.153
14 H -0.49870 1.64346 2.21522  C6 1.104
15 H -0.79402 -2.02369 0.27699  C3 1.038
16 H -1.90330 1.36237 -0.09840  C7 1.079
17 H 0.44882 0.43244 1.72396  C6 1.110
18 H 0.77436 -1.37070 0.45391  C3 1.065
19 H 0.81748 1.93523 -0.62389  C4 1.153

Results
LUMO level (spin up / spin down)   1.09 / -1.47 eV
HOMO (spin up / spin down)   -8.7737 / -8.7686 eV
2S+1   2
Kohn-Sham gap (spin up / spin down)   0.3624 / 0.2684 hartree
ΔE to the lowest compared entry with this formula, charge and spin   156.0 kJ/mol

Löwdin atomic charge list, values in e, 6 entries: -0.0098 -0.1091 -0.3531 -0.2706 -0.1263 -0.1718



This record from the OMol25 dataset describes a 9-piece molecular cluster, C23H67F6N5O8P overall in a non-equilibrium geometry. The level of theory is wB97M-V/def2-TZVPD.

Each atom is followed by the atoms it is bonded to, with distances in Å.
Element x y z (Å)
1 P -0.18871 -0.40538 -1.13350  F2 1.585, F3 1.604, F4 1.621, F5 1.595, F6 1.617, F7 1.584
2 F -1.51269 -1.10806 -0.61852  P1 1.585
3 F -0.89124 1.02323 -0.93964  P1 1.604
4 F 1.14554 0.35013 -1.65818  P1 1.621
5 F -0.72125 -0.50282 -2.63341  P1 1.595
6 F 0.51561 -1.85330 -1.28708  P1 1.617
7 F 0.37726 -0.33011 0.34399  P1 1.584
8 O -2.99881 2.37774 -2.00235  C43 1.411, H82 0.973
9 O -3.01261 -5.05149 -3.90307  C23 1.408, C29 1.389
10 O 3.06981 3.78402 -0.31500  C28 1.401, C33 1.405
11 O 0.36564 2.75910 -4.76104  C22 1.426, C34 1.388
12 O 3.39718 0.11347 -3.12809  C40 1.411, H73 0.972
13 O 2.72986 -2.33558 0.77687  C25 1.405, H65 0.964
14 O -0.78668 -2.94058 5.36584  C32 1.428, C38 1.404
15 O -0.94379 1.52318 3.71022  C39 1.439, C42 1.400
16 N -1.74624 -4.34773 -0.61451  C35 1.451, H95 1.011, H99 1.019
17 N 5.72443 2.13777 -2.23784  C21 1.461, H58 1.015, H87 1.017
18 N 0.02530 2.64081 6.01118  C37 1.475, H50 1.015, H108 1.008
19 N -1.41802 4.59823 -3.42159  C30 1.498, H81 1.023, H106 1.025
20 N -3.50440 -3.20403 5.19315  C24 1.470, H55 1.014, H110 1.009
21 C 4.87122 3.22783 -1.77184  N17 1.461, C27 1.525, C33 1.496, H71 1.091
22 C 0.51865 2.97178 -3.35972  O11 1.426, C30 1.520, H56 1.108, H72 1.098
23 C -2.05546 -4.69979 -2.93247  O9 1.408, C35 1.497, H80 1.102, H83 1.098
24 C -2.82077 -2.39549 4.17275  N20 1.470, C26 1.518, C38 1.512, H52 1.108
25 C 1.95831 -2.89454 1.80923  O13 1.405, H53 1.096, H61 1.100, H104 1.091
26 C -3.70646 -1.27053 3.66941  C24 1.518, H63 1.096, H64 1.088, H68 1.087
27 C 4.37974 4.01039 -2.98489  C21 1.525, H44 1.091, H88 1.092, H96 1.088
28 C 2.22685 3.32865 0.70697  O10 1.401, H47 1.102, H101 1.086, H105 1.100
29 C -2.41223 -5.43609 -5.09484  O9 1.389, H75 1.088, H85 1.103, H98 1.100
30 C 0.00142 4.35705 -3.00691  N19 1.498, C22 1.520, C36 1.533, H69 1.100
31 C -3.60051 -3.15160 -1.75634  C35 1.534, H54 1.086, H66 1.099, H97 1.095
32 C -0.10180 -3.90817 4.56898  O14 1.428, H74 1.105, H86 1.093, H109 1.092
33 C 3.71331 2.72133 -0.97167  O10 1.405, C21 1.496, H59 1.108, H92 1.101
34 C 0.48065 1.41924 -5.10582  O11 1.388, H62 1.099, H70 1.096, H100 1.095
35 C -2.76656 -4.43395 -1.64197  N16 1.451, C23 1.497, C31 1.534, H89 1.090
36 C 0.13363 4.59135 -1.49774  C30 1.533, H45 1.095, H48 1.092, H77 1.098
37 C 0.68627 1.44065 5.46627  N18 1.475, C41 1.523, C42 1.519, H60 1.097
38 C -1.48044 -1.92358 4.69083  O14 1.404, C24 1.512, H67 1.095, H103 1.096
39 C -1.22488 1.68315 2.30796  O15 1.439, H93 1.098, H94 1.089, H107 1.090
40 C 4.01770 -0.70450 -2.16091  O12 1.411, H84 1.089, H91 1.093, H102 1.096
41 C 0.23028 0.16125 6.15447  C37 1.523, H76 1.092, H78 1.089, H79 1.102
42 C 0.42732 1.40846 3.96981  O15 1.400, C37 1.519, H51 1.100, H57 1.106
43 C -3.48843 1.41698 -2.91164  O8 1.411, H46 1.098, H49 1.098, H90 1.087
44 H 4.04627 3.31967 -3.76132  C27 1.091
45 H 1.14957 4.40436 -1.13566  C36 1.095
46 H -3.74546 0.48510 -2.39007  C43 1.098
47 H 2.78163 2.71164 1.43178  C28 1.102
48 H -0.13359 5.61913 -1.24272  C36 1.092
49 H -2.74781 1.14731 -3.67611  C43 1.098
50 H -0.89409 2.73570 5.59202  N18 1.015
51 H 1.01726 2.19961 3.48496  C42 1.100
52 H -2.60185 -3.06414 3.31712  C24 1.108
53 H 1.03331 -2.33237 1.98075  C25 1.096
54 H -2.99787 -2.28462 -2.00903  C31 1.086
55 H -2.84489 -3.61334 5.84571  N20 1.014
56 H 1.59524 2.93036 -3.10169  C22 1.108
57 H 0.83773 0.44755 3.60612  C42 1.106
58 H 5.18586 1.47174 -2.78220  N17 1.015
59 H 4.06417 1.97777 -0.22867  C33 1.108
60 H 1.76545 1.60604 5.56992  C37 1.097
61 H 1.67396 -3.93277 1.58437  C25 1.100
62 H -0.21514 0.78491 -4.53927  C34 1.099
63 H -3.52778 -0.34510 4.22836  C26 1.096
64 H -3.52200 -1.04473 2.62129  C26 1.088
65 H 2.16268 -1.90511 0.12710  O13 0.964
66 H -4.37861 -3.28408 -2.52044  C31 1.099
67 H -1.63779 -1.16232 5.46135  C38 1.095
68 H -4.75685 -1.53117 3.77441  C26 1.087
69 H 0.64727 5.10800 -3.48537  C30 1.100
70 H 0.16049 1.31473 -6.14905  C34 1.096
71 H 5.45547 3.92288 -1.16626  C21 1.091
72 H 0.01680 2.18794 -2.77695  C22 1.098
73 H 2.49134 0.29046 -2.82199  O12 0.972
74 H 0.94640 -3.61394 4.38277  C32 1.105
75 H -3.20151 -5.57154 -5.83135  C29 1.088
76 H 0.32738 0.23276 7.23974  C41 1.092
77 H -0.56193 3.96294 -0.92651  C36 1.098
78 H -0.79395 -0.09000 5.88375  C41 1.089
79 H 0.85543 -0.70053 5.87188  C41 1.102
80 H -1.37010 -5.54966 -2.78504  C23 1.102
81 H -1.50859 4.20464 -4.36100  N19 1.023
82 H -2.25516 1.94525 -1.54788  O8 0.973
83 H -1.48092 -3.82771 -3.27033  C23 1.098
84 H 5.08169 -0.68111 -2.39092  C40 1.089
85 H -1.86170 -6.38465 -4.97695  C29 1.103
86 H -0.01558 -4.81156 5.17810  C32 1.093
87 H 6.06160 1.66977 -1.39985  N17 1.017
88 H 5.23103 4.56388 -3.38763  C27 1.092
89 H -3.43882 -5.25594 -1.39460  C35 1.090
90 H -4.37841 1.81232 -3.39430  C43 1.087
91 H 3.63682 -1.72799 -2.20871  C40 1.093
92 H 3.00254 2.16639 -1.60279  C33 1.101
93 H -0.67578 2.54189 1.89928  C39 1.098
94 H -0.99696 0.78438 1.73650  C39 1.089
95 H -2.13378 -4.28021 0.31698  N16 1.011
96 H 3.58702 4.70404 -2.71225  C27 1.088
97 H -4.14647 -2.94773 -0.82905  C31 1.095
98 H -1.69367 -4.69204 -5.46902  C29 1.100
99 H -1.20918 -3.49122 -0.74078  N16 1.019
100 H 1.50841 1.05602 -5.00656  C34 1.095
101 H 1.83129 4.20031 1.21946  C28 1.086
102 H 3.88159 -0.32462 -1.14225  C40 1.096
103 H -0.89029 -1.46857 3.88649  C38 1.096
104 H 2.51892 -2.88773 2.74512  C25 1.091
105 H 1.42291 2.70412 0.29099  C28 1.100
106 H -2.01162 4.01075 -2.82668  N19 1.025
107 H -2.29093 1.90014 2.23450  C39 1.090
108 H -0.08651 2.62596 7.01312  N18 1.008
109 H -0.53947 -4.12973 3.59318  C32 1.092
110 H -4.04649 -3.96271 4.80678  N20 1.009

Results
LUMO level   2.45 eV
Net charge   -1
HOMO   -6.6191 eV
Kohn-Sham gap   0.3332 hartree

Löwdin atomic charge list, values in e, 6 entries: 0.1091 -0.1314 -0.1473 -0.1506 -0.1294 -0.1435



This record from the OMol25 dataset describes one molecule with the formula C17H15Cl2NO2. The level of theory is wB97M-V/def2-TZVPD.

Each atom is followed by the atoms it is bonded to, with distances in Å.
Element x y z (Å)
1 Cl 2.16353 -1.61129 1.75847  C12 1.736
2 Cl 6.84344 1.76414 -0.54959  C6 1.723
3 O 3.40269 -1.76933 -1.21645  C7 1.356, C20 1.407
4 O 1.33323 -0.01902 -1.00253  C11 1.208
5 N -0.17812 -1.70382 -0.65874  C8 1.405, C11 1.355, H28 1.011
6 C 5.53015 0.83219 0.06204  Cl2 1.723, C18 1.386, C19 1.379
7 C 3.85189 -0.87445 -0.30186  O3 1.356, C12 1.397, C19 1.398
8 C -1.37432 -1.02323 -0.37645  N5 1.405, C13 1.393, C14 1.393
9 C -3.71750 -1.20076 0.18512  C13 1.385, C22 1.380, H37 1.080
10 C 4.04826 0.25647 1.82733  C12 1.387, C18 1.380, H35 1.079
11 C 1.04783 -1.19077 -0.92501  O4 1.208, N5 1.355, C20 1.539
12 C 3.43811 -0.69290 1.02051  Cl1 1.736, C7 1.397, C10 1.387
13 C -2.49966 -1.79616 -0.10116  C8 1.393, C9 1.385, H25 1.081
14 C -1.45925 0.36763 -0.36715  C8 1.393, C17 1.379, H32 1.077
15 C -4.54825 2.42242 -0.06841  C16 1.537, C21 1.537, H33 1.089, H34 1.091
16 C -3.01231 2.40865 -0.00725  C15 1.537, C17 1.500, H26 1.089, H31 1.093
17 C -2.67742 0.94896 -0.08518  C14 1.379, C16 1.500, C22 1.393
18 C 5.09618 1.02539 1.36450  C6 1.386, C10 1.380, H36 1.077
19 C 4.91879 -0.09386 -0.75692  C6 1.379, C7 1.398, H23 1.078
20 C 2.09755 -2.29198 -1.15632  O3 1.407, C11 1.539, H24 1.097, H29 1.096
21 C -4.98673 1.05260 0.47466  C15 1.537, C22 1.500, H27 1.094, H30 1.090
22 C -3.80320 0.17670 0.18945  C9 1.380, C17 1.393, C21 1.500
23 H 5.24315 -0.23810 -1.77456  C19 1.078
24 H 2.01301 -3.08057 -0.39876  C20 1.097
25 H -2.41972 -2.87459 -0.11232  C13 1.081
26 H -2.55506 2.98670 -0.80950  C16 1.089
27 H -5.15846 1.09745 1.55406  C21 1.094
28 H -0.25708 -2.71074 -0.61662  N5 1.011
29 H 1.93361 -2.73257 -2.14617  C20 1.096
30 H -5.90166 0.69024 0.00588  C21 1.090
31 H -2.65506 2.81419 0.94331  C16 1.093
32 H -0.58985 0.96640 -0.57900  C14 1.077
33 H -4.97844 3.24843 0.49551  C15 1.089
34 H -4.86764 2.51785 -1.10735  C15 1.091
35 H 3.69479 0.38230 2.83909  C10 1.079
36 H 5.56610 1.75709 2.00046  C18 1.077
37 H -4.58255 -1.81168 0.39690  C9 1.080

Results
LUMO level   0.52 eV
HOMO   -8.2984 eV
SMILES   O=C(COc1cc(Cl)ccc1Cl)Nc1ccc2c(c1)CCC2
Kohn-Sham gap   0.3242 hartree
ΔE to the lowest compared entry with this formula, charge and spin   5.0 kJ/mol

Löwdin atomic charge list, values in e, 6 entries: 0.7764 0.6835 -0.0201 0.0949 0.1221 -0.6743



This record from the OMol25 dataset describes one molecule with the formula C7H8N2 in a non-equilibrium geometry. The level of theory is wB97M-V/def2-TZVPD.

Each atom is followed by the atoms it is bonded to, with distances in Å.
Element x y z (Å)
1 N -0.67186 -0.19892 -0.23613  C3 1.376, C6 1.378, C7 1.356
2 N -2.61727 0.81546 -0.21343  C4 1.366, C7 1.302
3 C -0.45662 1.05976 0.27657  N1 1.376, C4 1.363, C8 1.492
4 C -1.67577 1.66855 0.28934  N2 1.366, C3 1.363, H13 1.071
5 C 1.67426 -0.02952 0.21088  C6 1.651, C8 1.534, H10 1.086, H15 1.085
6 C 0.43813 -1.01464 -0.26479  N1 1.378, C5 1.651, C9 1.320
7 C -1.99550 -0.28758 -0.51778  N1 1.356, N2 1.302, H17 1.070
8 C 0.98294 1.28279 0.60061  C3 1.492, C5 1.534, H14 1.092, H16 1.092
9 C 0.53739 -2.29531 -0.56902  C6 1.320, H11 1.077, H12 1.076
10 H 2.34535 0.07834 -0.63655  C5 1.086
11 H -0.32039 -2.87736 -0.86217  C9 1.077
12 H 1.48116 -2.80833 -0.50197  C9 1.076
13 H -1.95374 2.64314 0.63530  C4 1.071
14 H 1.11924 1.50761 1.66023  C8 1.092
15 H 2.19648 -0.51191 1.03029  C5 1.085
16 H 1.37910 2.12445 0.02957  C8 1.092
17 H -2.46291 -1.15654 -0.93095  C7 1.070

Results
LUMO level   0.92 eV
HOMO   -8.6704 eV
SMILES   C=C1CCc2cncn21
Kohn-Sham gap   0.3523 hartree
ΔE to the lowest compared entry with this formula, charge and spin   0.0 kJ/mol

Löwdin atomic charge list, values in e, 6 entries: -0.0074 0.0568 -0.2065 -0.0996 -0.0647 -0.2339



This record from the OMol25 dataset describes a 2-piece molecular cluster, C3H10N2 overall in a non-equilibrium geometry. The level of theory is wB97M-V/def2-TZVPD.

Each atom is followed by the atoms it is bonded to, with distances in Å.
Element x y z (Å)
1 N -0.79254 -0.35673 -1.54634  C4 1.472, H6 1.023, H9 1.012
2 N 1.60270 0.18619 -0.13106  C3 1.447, H13 1.008
3 C 0.87466 -0.09845 1.08612  N2 1.447, C5 1.477, H8 1.087, H14 1.101
4 C -1.33031 -0.39138 -0.17640  N1 1.472, C5 1.564, H7 1.086, H15 1.092
5 C -0.48032 0.43595 0.84344  C3 1.477, C4 1.564, H10 1.084, H12 1.242
6 H 0.19749 -0.13702 -1.41358  N1 1.023
7 H -2.35823 -0.04358 -0.12975  C4 1.086
8 H 0.80648 -1.15879 1.31545  C3 1.087
9 H -1.22992 0.39786 -2.05923  N1 1.012
10 H -1.01943 0.80207 1.71029  C5 1.084
11 H 0.31200 1.91572 -0.40333  no bonds
12 H -0.11285 1.35527 0.09319  C5 1.242
13 H 2.50203 -0.26178 -0.04458  N2 1.008
14 H 1.30830 0.40908 1.96207  C3 1.101
15 H -1.34062 -1.43214 0.15471  C4 1.092

Results
LUMO level   -1.15 eV
HOMO   -7.7681 eV
Kohn-Sham gap   0.2433 hartree
ΔE to the lowest compared entry with this formula, charge and spin   582.5 kJ/mol

Löwdin atomic charge list, values in e, 6 entries: -0.0181 -0.0573 -0.3864 -0.2603 -0.1852 0.0054



This record from the OMol25 dataset describes an isolated ion of composition C4H14N4 and charge +2 in a non-equilibrium geometry. The level of theory is wB97M-V/def2-TZVPD.

Each atom is followed by the atoms it is bonded to, with distances in Å.
Element x y z (Å)
1 N -1.44747 0.56149 0.36380  N2 1.488, C6 1.413, H12 1.082
2 N -2.90085 0.55433 0.04306  N1 1.488, H9 1.025, H10 1.038, H18 0.964
3 N -1.04928 -1.70981 -0.48405  C6 1.267, H13 1.016
4 N 1.39714 -2.04619 0.10855  C5 1.547, H14 1.097, H16 1.036, H19 1.001
5 C 1.10712 -0.58489 0.52540  N4 1.547, C6 1.891, C8 1.557, H20 1.029
6 C -0.71360 -0.59450 0.01407  N1 1.413, N3 1.267, C5 1.891
7 C 1.29196 1.92200 -0.05149  C8 1.527, H11 1.035, H17 0.990, H21 1.071
8 C 1.84738 0.51935 -0.28597  C5 1.557, C7 1.527, H15 1.154, H22 1.110
9 H -3.12918 -0.43748 -0.07825  N2 1.025
10 H -3.20886 1.04457 -0.81855  N2 1.038
11 H 0.86214 1.98390 0.88774  C7 1.035
12 H -1.04966 1.42910 0.87288  N1 1.082
13 H -1.88513 -1.91713 -1.02238  N3 1.016
14 H 2.39650 -1.98350 -0.33935  N4 1.097
15 H 1.62431 0.36448 -1.40746  C8 1.154
16 H 1.30062 -2.68650 0.91748  N4 1.036
17 H 1.88169 2.66669 -0.33020  C7 0.990
18 H -3.30336 0.97403 0.81202  N2 0.964
19 H 0.55937 -2.17741 -0.42339  N4 1.001
20 H 1.08094 -0.41101 1.53943  C5 1.029
21 H 0.38316 2.05885 -0.60086  C7 1.071
22 H 2.95506 0.46961 -0.24248  C8 1.110

Results
LUMO level   -7.21 eV
Net charge   +2
HOMO   -18.7694 eV
SMILES   [H]/N=C(\N[NH3+])[C@@H]([NH3+])CC
Kohn-Sham gap   0.4248 hartree
ΔE to the lowest compared entry with this formula, charge and spin   447.6 kJ/mol

Löwdin atomic charge list, values in e, 6 entries: 0.0559 0.2763 0.1358 0.2008 -0.0770 -0.2271